The following is a DFT calculation (ωB97M-V with the def2-TZVPD basis set) of a gas-phase ion, C4H9FN3 (charge +1) in a non-equilibrium geometry.

```
17
Properties=species:S:1:pos:R:3:nbo_charge:R:1
C 1.049 -0.346 0.195 0.537
C -1.086 -0.785 -0.462 0.449
C 2.528 -0.489 0.200 -0.719
C -1.898 1.485 0.036 -0.424
N 0.139 0.532 0.870 -0.351
N -1.155 0.352 0.427 -0.237
N 0.313 -1.051 -0.711 -0.548
F -1.768 -1.867 0.211 -0.357
H -1.747 -0.728 -1.388 0.222
H 3.001 -0.847 1.130 0.295
H 3.081 0.510 -0.094 0.300
H 2.792 -1.366 -0.559 0.263
H -2.993 1.269 0.120 0.242
H -1.595 2.330 0.571 0.232
H -1.805 1.703 -0.989 0.201
H 0.330 0.971 1.733 0.442
H 0.816 -1.671 -1.291 0.454
```

Values from the calculation:
net charge: +1
max |F|: 5.701 eV Å⁻¹
gap between HOMO and LUMO: 9.517 eV
HOMO: -13.808 eV
energy relative to the best compared isomer or geometry (same formula, charge and spin): 33.8 kcal/mol


The following is a DFT calculation (ωB97M-V with the def2-TZVPD basis set) of a single C4H9FO2 molecule in a non-equilibrium geometry.

```
16
Properties=species:S:1:pos:R:3:nbo_charge:R:1
C 0.408 0.318 1.674 -0.631
C 1.241 0.803 -0.640 -0.615
C -1.664 -0.326 -1.173 -0.268
C 0.296 -0.098 0.271 0.496
O -0.999 0.200 -0.033 -0.540
O 0.781 -1.383 0.045 -0.140
F 0.227 -2.337 1.082 -0.195
H -0.052 1.277 1.630 0.227
H 1.517 0.198 2.007 0.216
H -0.093 -0.318 2.352 0.237
H 0.759 0.904 -1.638 0.213
H 2.176 0.450 -0.822 0.220
H 1.147 1.769 -0.143 0.225
H -2.077 -1.354 -1.084 0.185
H -1.087 -0.285 -2.105 0.173
H -2.582 0.182 -1.422 0.197
```

Values from the calculation:
net charge: 0
max |F|: 4.064 eV Å⁻¹
gap between HOMO and LUMO: 10.577 eV
HOMO: -10.463 eV
energy relative to the best compared isomer or geometry (same formula, charge and spin): 96.1 kcal/mol


The following is a DFT calculation (ωB97M-V with the def2-TZVPD basis set) of a single C4H9FS molecule in a non-equilibrium geometry.

```
15
Properties=species:S:1:pos:R:3:nbo_charge:R:1
C -0.595 -1.945 -0.355 -0.624
C -0.618 -0.434 -0.052 -0.352
C 0.368 0.388 -1.045 0.224
C -0.096 1.760 -1.566 -0.654
H -1.229 -2.595 0.316 0.225
H -1.055 -2.093 -1.397 0.203
H 0.414 -2.365 -0.381 0.220
H -1.619 -0.021 -0.222 0.212
H 0.793 0.541 1.600 0.159
H 0.640 -0.252 -1.922 0.166
H 0.063 2.360 -0.692 0.222
H -1.131 1.766 -1.918 0.222
H 0.579 2.197 -2.301 0.224
F 1.559 0.557 -0.360 -0.375
S -0.365 -0.198 1.767 -0.071
```

Values from the calculation:
net charge: 0
max |F|: 2.055 eV Å⁻¹
gap between HOMO and LUMO: 9.921 eV
HOMO: -8.973 eV
energy relative to the best compared isomer or geometry (same formula, charge and spin): 17.8 kcal/mol


Record order is preserved below.
LUMO energy: -4.3, 0.1, 0.9 eV